3 unconnected molecules or ions with the total composition C30H73N11O7P3. Source: the OMol25 dataset; level of theory: ωB97M-V/def2-TZVPD.

Each line ends with the Mulliken charge.
Element x y z (Å)
P (3.56, 0.24, -5.28)  0.627
P (-0.71, -6.29, 2.90)  0.846
P (-3.46, 0.29, 3.24)  0.598
O (-4.48, 1.29, 3.01)  -0.687
O (-3.36, 4.87, 3.94)  -0.490
O (-1.63, -0.43, 1.43)  -0.242
O (0.54, -6.07, 2.08)  -0.861
O (3.07, 0.76, -3.94)  -0.656
O (-2.95, 0.21, 4.76)  -0.494
O (-3.93, -1.18, 2.83)  -0.433
N (2.04, -0.03, -6.02)  0.364
N (2.75, 7.56, -1.05)  -0.661
N (0.10, 3.30, 2.51)  0.011
N (4.35, -1.16, -4.65)  0.227
N (-1.06, -4.64, 3.24)  0.234
N (-2.25, -6.81, 3.43)  -0.041
N (-0.14, 2.08, 1.96)  0.445
N (0.04, -7.18, 4.16)  0.217
N (4.41, 0.07, -6.75)  -0.013
N (-1.77, 2.61, 3.40)  -0.458
N (-2.00, 0.56, 2.32)  0.521
C (-2.46, -0.38, 0.24)  -1.401
C (3.89, -0.34, -8.04)  -0.820
C (-0.87, -3.87, 4.44)  -0.634
C (4.67, -1.15, -3.23)  -1.001
C (-1.31, 1.71, 2.54)  0.478
C (1.34, -7.79, 3.85)  -1.023
C (-3.67, 2.72, -1.05)  0.820
C (-2.45, -8.25, 3.57)  -0.991
C (5.87, -0.01, -6.67)  -0.989
C (1.31, -1.25, -6.25)  -0.956
C (2.36, 2.35, -0.62)  -1.021
C (-2.33, 4.92, 4.92)  -0.830
C (0.02, -6.84, 5.57)  -1.175
C (-0.97, 4.83, 4.23)  -0.280
C (1.07, 2.22, -0.25)  -0.144
C (-3.28, -6.04, 4.08)  -0.647
C (-1.04, 0.22, -1.71)  -2.644
C (-0.87, 3.61, 3.37)  -0.007
C (1.84, 6.39, 1.01)  -0.984
C (2.41, 6.27, -0.44)  -0.454
C (0.76, 1.44, 1.00)  -0.392
C (-2.67, 3.78, -1.59)  -1.062
C (-2.09, 0.78, -0.70)  3.684
C (-5.07, 3.08, -1.63)  -1.570
C (1.29, 1.15, -6.39)  -1.212
C (1.22, 4.22, 2.26)  -1.368
C (4.08, -2.53, -5.05)  -1.179
C (0.75, 5.33, 1.29)  0.801
C (-3.32, 1.29, -1.52)  -1.651
C (-1.53, -3.84, 2.13)  -0.557
H (2.15, -7.06, 3.91)  0.305
H (3.06, 2.65, 0.17)  0.229
H (2.98, 0.19, -8.31)  0.243
H (-0.36, -0.48, -1.22)  0.441
H (2.03, 3.70, 1.76)  0.349
H (-2.19, -8.59, 4.57)  0.317
H (3.19, -2.93, -4.55)  0.326
H (3.02, 8.20, -0.32)  0.278
H (-4.91, 3.36, -2.67)  0.367
H (0.54, 4.81, 0.35)  -0.602
H (-1.83, -3.49, 4.84)  0.225
H (1.38, 7.38, 1.06)  0.412
H (-0.13, 4.83, 4.93)  0.381
H (6.34, 0.41, -7.56)  0.361
H (6.20, -1.05, -6.58)  0.308
H (1.21, 1.85, -5.55)  0.225
H (1.73, 1.29, 1.51)  0.855
H (1.58, 4.66, 3.19)  0.482
H (0.25, -7.71, 6.18)  0.407
H (4.92, -3.17, -4.78)  0.395
H (-3.65, 2.79, 0.05)  0.214
H (1.68, 5.80, -1.11)  0.324
H (-1.58, -0.37, -2.45)  0.619
H (2.64, 6.33, 1.75)  0.341
H (-2.19, 3.48, -2.53)  0.249
H (4.61, -0.10, -8.83)  0.365
H (-1.94, 4.09, -0.84)  -0.037
H (-3.49, -8.53, 3.37)  0.349
H (6.25, 0.55, -5.82)  0.321
H (1.77, 1.68, -7.23)  0.310
H (3.30, 5.63, -0.36)  0.224
H (0.30, 2.73, -0.84)  0.322
H (-4.14, 5.18, 4.39)  0.321
H (-2.97, 1.36, -2.55)  0.388
H (3.79, -1.39, -2.61)  0.265
H (1.89, 7.92, -1.47)  0.283
H (3.97, -2.63, -6.13)  0.257
H (-0.20, 5.77, 1.60)  0.485
H (-2.54, -4.15, 1.82)  0.407
H (-3.53, -0.41, 0.47)  0.595
H (5.44, -1.89, -3.01)  0.343
H (-5.54, 3.90, -1.08)  0.391
H (-2.24, -1.31, -0.29)  0.508
H (-3.18, -0.65, 5.14)  0.330
H (2.73, 2.10, -1.61)  0.331
H (-3.48, -5.09, 3.58)  0.103
H (5.06, -0.19, -2.92)  0.293
H (0.76, -6.07, 5.81)  0.344
H (-0.87, -3.93, 1.27)  0.416
H (1.15, -1.43, -7.33)  0.360
H (-0.97, -6.51, 5.90)  0.246
H (-0.41, -4.42, 5.25)  0.162
H (1.56, -8.59, 4.56)  0.343
H (-0.87, 5.74, 3.63)  0.258
H (-4.23, -6.57, 4.05)  0.361
H (0.32, -1.23, -5.78)  0.303
H (-1.58, -2.77, 2.38)  -0.448
H (1.34, -8.23, 2.86)  0.318
H (-1.84, -8.80, 2.85)  0.334
H (-2.40, 4.09, 5.64)  0.319
H (-1.69, 1.65, -0.19)  -1.388
H (-3.23, -1.80, 3.09)  0.257
H (0.43, 0.45, 0.69)  0.071
H (-5.68, 2.17, -1.61)  0.411
H (-0.23, -2.99, 4.26)  0.268
H (-0.50, 1.02, -2.22)  0.463
H (-4.18, 0.62, -1.44)  0.383
H (3.71, -1.42, -8.08)  0.230
H (-2.38, 5.90, 5.40)  0.504
H (-3.26, 4.68, -1.81)  0.521
H (-3.04, -5.84, 5.13)  0.220
H (0.28, 0.91, -6.71)  0.460
H (1.80, -2.14, -5.87)  0.233

Kohn-Sham gap, eV: 7.6
Total charge: +1
LUMO level, hartree: -0.07499
Spin multiplicity: 1